(1)
C4H11NO3 | ωB97M-V/def2-TZVPD

Its total energy is -439.1998 Ha. For the HOMO energy, the calculation gives -9.6 eV. The HOMO-LUMO gap is 4.97 eV.

```
19
Properties=species:S:1:pos:R:3:forces:R:3:lowdin_charge:R:1
C 0.758 -0.842 -0.068 0.655 0.679 6.098 -0.13
N 1.222 0.391 0.518 -2.095 -1.691 -2.228 0.22
C 0.677 1.170 1.681 -0.690 -0.393 2.011 -0.73
O -0.220 0.580 2.289 -0.150 -0.028 -0.767 0.04
O 1.282 2.204 1.908 0.528 -0.013 -0.806 0.04
C -0.465 -1.607 0.449 1.346 0.199 0.363 -0.19
C -1.708 -0.978 -0.221 1.070 -0.722 0.093 -0.06
H 0.563 -0.605 -1.171 -0.573 2.210 -2.935 0.12
H 1.642 -1.489 -0.086 0.497 -0.055 -1.426 0.18
H 1.515 1.021 -0.227 1.054 -0.002 0.273 0.09
H 0.716 2.673 -0.891 -0.207 0.368 0.018 0.05
H -0.547 -1.481 1.533 0.155 -0.343 -0.195 0.11
H -0.282 -2.651 0.168 -0.254 0.175 0.113 0.11
H -1.188 -0.516 -1.074 -2.331 0.117 0.374 0.02
H -2.355 -1.793 -0.533 -0.397 0.227 0.097 0.08
H -2.123 -0.319 0.540 -0.349 0.238 -0.658 0.09
H 0.205 2.921 -0.411 0.191 0.123 -0.091 0.08
H 0.388 0.732 -2.623 -0.065 -0.104 -0.124 0.05
O -0.079 0.592 -1.781 1.614 -0.984 -0.209 -0.17
```
Positions in Å, forces in eV/Å.


(2)
C4H11NO3 | ωB97M-V/def2-TZVPD

Its total energy is -439.2496 Ha. For the HOMO energy, the calculation gives -9.0 eV. The HOMO-LUMO gap is 5.12 eV.

```
19
Properties=species:S:1:pos:R:3:forces:R:3:lowdin_charge:R:1
O 1.307 -0.737 -1.373 0.328 0.849 1.416 0.04
C 0.493 -0.425 -0.421 -1.263 -1.383 -4.275 -0.49
N -0.849 -0.302 -0.894 1.277 1.929 1.742 0.15
C -1.720 0.457 0.002 -1.970 0.522 -1.292 -0.41
O -1.204 1.110 1.009 0.484 -1.877 1.415 -0.14
C 0.465 -1.700 0.574 -0.048 -0.465 1.382 -0.09
C 1.849 -1.860 1.200 -0.248 0.944 -0.789 -0.07
H -0.849 -0.047 -1.881 -0.567 -0.548 -0.068 0.17
H -2.382 1.150 -0.581 0.535 -0.435 -0.623 0.15
H -2.508 -0.316 0.248 0.267 0.029 0.538 0.16
H -0.710 2.227 0.458 0.943 1.593 -1.373 -0.01
H -0.351 -1.554 1.288 0.195 0.311 -0.023 0.12
H 0.127 -2.459 -0.122 0.459 -0.410 0.117 0.12
H 2.057 -1.061 1.925 -0.451 -0.560 0.370 0.09
H 1.998 -2.873 1.574 0.107 0.235 0.082 0.09
H 2.557 -1.595 0.416 0.227 -0.703 -0.127 0.07
H -0.035 3.719 -0.113 -0.199 -0.274 0.222 0.01
H 0.636 0.463 0.224 0.131 0.633 0.731 0.21
O -0.265 2.814 -0.349 -0.209 -0.391 0.554 -0.17
```
Positions in Å, forces in eV/Å.


(3)
C4H11NO3 | ωB97M-V/def2-TZVPD

Its total energy is -439.4208 Ha. The SMILES is CN(C=O)CCO.O. For the HOMO energy, the calculation gives -9.4 eV. The HOMO-LUMO gap is 10.04 eV.

```
19
Properties=species:S:1:pos:R:3:forces:R:3:lowdin_charge:R:1
C 2.223 0.975 -0.168 -1.397 1.008 0.606 -0.05
N 0.829 0.424 -0.420 3.745 -0.348 -3.565 -0.17
C 0.919 -0.385 -1.598 -3.400 0.747 1.832 -0.27
O 0.036 -1.210 -1.813 1.266 0.300 -0.686 -0.02
C -0.350 0.354 0.404 -0.452 -0.150 -1.571 -0.16
C -0.987 1.750 0.775 -0.208 -1.751 1.365 -0.17
O -1.796 1.726 2.016 1.482 -0.109 -1.454 -0.08
H 2.994 0.172 -0.153 -0.634 0.567 0.065 0.08
H 2.477 1.749 -0.982 -0.300 -1.055 1.436 0.10
H 2.136 1.442 0.846 0.635 -0.119 -0.967 0.09
H 1.657 -0.071 -2.360 0.244 -0.359 0.606 0.14
H -0.070 -0.108 1.329 -0.448 -0.906 0.627 0.11
H -0.954 -0.272 -0.417 0.301 0.973 2.805 0.16
H -0.208 2.450 1.047 0.033 0.404 -0.689 0.11
H -1.637 1.932 -0.055 -0.119 1.224 -0.500 0.10
H -2.565 1.222 1.787 -0.803 -0.435 0.093 0.06
O -0.623 -3.282 0.413 0.451 -1.490 1.599 -0.03
H -0.907 -3.026 -0.433 -0.418 0.838 -1.730 -0.01
H -0.495 -2.500 0.932 0.023 0.660 0.128 0.00
```
Positions in Å, forces in eV/Å.


(4)
C4H11NO3 | ωB97M-V/def2-TZVPD

Its total energy is -439.4261 Ha. The SMILES is NC(=O)CCCO.O. For the HOMO energy, the calculation gives -10.1 eV. The HOMO-LUMO gap is 10.75 eV.

```
19
Properties=species:S:1:pos:R:3:forces:R:3:lowdin_charge:R:1
N 2.466 -1.572 -0.080 -4.011 -1.368 -3.549 0.12
C 1.820 -0.332 -0.469 1.154 -3.417 1.766 -0.50
O 2.290 0.589 0.098 0.027 3.617 0.170 0.09
C 0.549 -0.499 -1.261 1.254 -2.963 -4.198 -0.19
C -0.662 -1.026 -0.550 -0.346 0.207 0.172 -0.16
C -1.329 0.293 -0.227 -2.079 2.132 1.057 -0.27
O -2.618 0.373 -0.850 -0.569 -0.959 0.289 -0.07
H 2.296 -2.370 -0.731 0.224 0.902 0.935 0.10
H 3.369 -1.589 0.262 1.928 0.730 0.869 0.05
H 0.226 0.226 -2.041 0.819 0.300 1.131 0.13
H 0.782 -1.341 -1.985 0.420 0.570 0.635 0.12
H -1.398 -1.540 -1.268 1.373 0.426 1.150 0.15
H -0.306 -1.694 0.292 -0.972 0.824 -0.746 0.14
H -1.581 0.450 0.851 0.803 -0.299 -0.734 0.09
H -0.807 1.211 -0.667 -0.031 -1.418 1.349 0.14
H -2.628 1.050 -1.510 0.047 0.522 -0.481 0.07
O -1.749 1.901 2.933 1.231 -1.110 -1.149 -0.08
H -0.855 1.474 2.919 -0.823 0.699 0.603 0.05
H -2.006 1.623 2.030 -0.450 0.604 0.731 0.00
```
Positions in Å, forces in eV/Å.


(5)
C4H11NO3 | ωB97M-V/def2-TZVPD

Its total energy is -439.4720 Ha. The SMILES is O=CNCCCO.O. For the HOMO energy, the calculation gives -9.8 eV. The HOMO-LUMO gap is 10.28 eV.

```
19
Properties=species:S:1:pos:R:3:forces:R:3:lowdin_charge:R:1
O -1.402 -0.487 -3.468 -0.029 -0.116 0.126 0.02
C -1.122 -0.044 -2.377 -0.230 0.516 -0.311 -0.38
N -0.779 -0.789 -1.295 0.724 0.084 0.158 0.04
C 0.101 -0.273 -0.241 -0.168 0.208 0.287 -0.21
C 0.058 1.235 0.005 -0.198 -0.493 -0.055 -0.20
C 0.794 1.518 1.296 -0.025 0.620 -0.038 -0.27
O 0.814 2.903 1.651 -0.062 -0.177 -0.172 -0.07
H -1.181 1.044 -2.169 0.059 -0.263 -0.016 0.13
H -0.579 -1.751 -1.534 -0.178 -0.098 -0.007 0.14
H -0.162 -0.771 0.689 -0.081 -0.130 0.072 0.10
H 1.145 -0.518 -0.428 0.121 -0.275 -0.251 0.13
H -0.978 1.557 0.141 -0.015 0.164 -0.268 0.13
H 0.533 1.741 -0.840 -0.176 0.242 0.128 0.12
H 0.292 0.978 2.094 0.042 -0.130 0.244 0.12
H 1.824 1.179 1.223 0.204 -0.149 0.064 0.12
H 0.376 3.409 0.960 0.046 -0.035 0.060 0.08
O 0.188 -3.726 1.070 -0.289 0.221 -0.156 -0.06
H 0.721 -3.876 1.856 -0.109 0.044 0.083 0.03
H -0.644 -3.328 1.366 0.365 -0.233 0.052 0.04
```
Positions in Å, forces in eV/Å.


(6)
C4H11NO3 | ωB97M-V/def2-TZVPD

Its total energy is -439.4057 Ha. For the HOMO energy, the calculation gives -9.4 eV. The HOMO-LUMO gap is 9.94 eV.

```
19
Properties=species:S:1:pos:R:3:forces:R:3:lowdin_charge:R:1
H 0.737 1.248 0.662 -0.332 -0.971 0.446 0.12
O 0.447 1.502 1.903 -0.670 0.349 0.333 -0.18
N 0.818 0.363 -0.307 -1.254 0.337 -0.206 -0.08
H 0.443 2.398 2.258 0.506 0.096 -0.315 0.05
H 0.796 0.831 -1.279 0.185 -1.155 2.025 0.18
C -0.509 -0.447 -0.148 -1.288 0.075 0.786 -0.24
H -0.387 -1.312 0.629 0.059 2.376 -0.777 0.16
C -1.796 0.599 0.248 3.515 -0.723 0.944 -0.57
O -2.436 1.120 -0.613 -0.680 -0.116 -0.782 0.08
O -1.832 0.798 1.511 -0.617 0.665 1.589 -0.02
H -0.826 1.219 2.077 0.471 -1.099 -2.280 0.13
C 1.993 -0.552 -0.080 -0.050 -1.528 -1.848 -0.07
H 2.726 -0.131 0.617 -0.461 -0.120 -0.046 0.08
H 1.566 -1.569 0.259 1.004 1.758 -0.234 0.11
H 2.533 -0.776 -1.077 -0.837 0.471 1.553 0.10
C -0.915 -1.145 -1.405 -3.741 -0.939 -0.806 -0.10
H -0.299 -0.945 -2.235 0.565 0.516 -1.253 0.05
H -0.968 -2.225 -1.334 0.613 -0.354 0.376 0.06
H -2.089 -0.978 -1.686 3.014 0.363 0.495 0.14
```
Positions in Å, forces in eV/Å.


(7)
C4H11NO3 | ωB97M-V/def2-TZVPD

Its total energy is -439.4667 Ha. The SMILES is c1cc[nH]c1.O.O.O. For the HOMO energy, the calculation gives -8.2 eV. The HOMO-LUMO gap is 8.76 eV.

```
19
Properties=species:S:1:pos:R:3:forces:R:3:lowdin_charge:R:1
C 0.295 1.979 2.048 0.086 -1.105 -0.422 -0.10
C 0.066 2.046 0.636 0.494 1.657 0.797 -0.12
C 0.975 1.237 0.022 0.174 0.107 -0.083 -0.17
N 1.708 0.614 0.996 -0.555 -0.129 0.100 0.01
C 1.247 1.008 2.224 -0.081 -0.196 0.234 -0.15
H -0.203 2.503 2.841 -0.223 0.062 0.000 0.09
H -0.491 2.878 0.233 -0.230 -0.438 -0.522 0.09
H 1.173 1.102 -1.027 0.093 -0.076 0.019 0.10
H 2.360 -0.138 0.889 -0.004 -0.069 -0.291 0.14
H 1.493 0.411 3.088 0.365 0.410 0.157 0.10
O -2.665 -2.166 -1.723 -0.149 -0.148 -0.428 -0.06
H -2.044 -2.890 -1.595 -0.015 -0.153 0.277 0.05
H -2.303 -1.802 -2.539 -0.097 0.239 -0.179 0.04
O -0.827 -1.072 -0.107 0.239 0.230 0.443 -0.07
H -1.628 -0.889 -0.626 0.140 -0.414 0.249 0.04
H -1.090 -1.669 0.595 -0.201 0.036 0.084 0.06
O 0.316 -1.624 -2.418 0.127 -0.551 0.033 -0.08
H 0.336 -1.524 -1.444 -0.313 0.261 -0.499 0.00
H 0.557 -0.784 -2.802 0.150 0.277 0.030 0.02
```
Positions in Å, forces in eV/Å.